(1)
The following is a quantum chemistry calculation of one molecule with the formula C4H5NO in a non-equilibrium geometry, from the OMol25 dataset.

```
! RIJCOSX wB97M-V def2-TZVPD def2/J DEFGRID3
* xyz 0 1
O -1.8180 1.3070 0.0401
N -0.8088 -0.8151 0.2891
C 1.3532 -0.3233 -0.1920
C 0.6051 0.9080 -0.2064
C -0.6823 0.5639 0.0002
C 0.4962 -1.3322 0.1025
H 2.4146 -0.4096 -0.3834
H 0.9699 1.9114 -0.3464
H -2.2951 1.0918 -0.7746
H -0.9180 -0.5057 1.2776
H 0.6833 -2.3962 0.1934
*
```

As for the SMILES: Oc1ccc[nH]1. The value obtained for the electronic energy is -285.360570 a.u. The calculation puts the energy relative to the best compared isomer or geometry (same formula, charge and spin) at 33.9 kcal/mol.

Here are the Mulliken charges for atoms 1 to 6, given in e: O -0.504; N -0.347; C -0.143; C -0.525; C 0.210; C -0.599

***

(2)
The following is a quantum chemistry calculation of C30H30N5PtS as an isolated structure in a non-equilibrium geometry, from the OMol25 dataset.

```
! RIJCOSX wB97M-V def2-TZVPD def2/J DEFGRID3
* xyz 1 1
Pt -0.8055 -0.5652 0.3460
S -4.6416 1.1118 -1.5423
N 0.8238 -1.4733 1.0300
N 1.5924 1.0910 0.3792
N -2.5001 0.5060 -0.2708
N -0.0905 -0.4914 -1.6199
N -1.6441 -1.2951 2.1233
C 2.5729 1.0143 -5.3101
C -1.0592 -3.1275 3.7119
C 1.5121 -3.2231 2.6559
C 3.6188 0.1879 -0.6916
C 1.6712 2.2580 -0.4792
C -3.3186 0.0941 -1.1954
C 0.7660 0.2957 -3.9192
C 0.2824 -0.1005 -2.6327
C -2.7376 3.7181 1.5473
C -4.6004 3.4665 0.0187
C -0.1125 0.3140 -5.0034
C -0.7072 -2.3306 2.6370
C 0.5740 -2.3627 2.0549
C 4.4151 -0.8919 -1.0625
C -2.2066 2.5037 1.1773
C -3.9295 4.1926 0.9770
C -2.8919 1.7496 0.2225
C 2.1112 0.6354 -4.0616
C 2.0506 -1.3050 0.3866
C -1.8205 -0.2435 3.1716
C 1.7867 1.4602 1.7802
C -2.9833 -1.8902 1.8604
C -4.0648 2.2348 -0.3582
C 2.8573 -2.3760 0.0069
C -0.1313 -3.9993 4.2553
C 1.7028 1.0451 -6.3917
C 4.0331 -2.1709 -0.7022
C 2.4435 0.0001 0.0200
C 1.1511 -4.0186 3.7256
C 0.3674 0.6940 -6.2434
H 1.0263 2.1855 2.0783
H 2.7726 1.9141 1.9459
H 1.5866 1.9650 -1.5262
H -0.8455 0.1801 3.4016
H -0.2993 0.7150 -7.0939
H 4.6318 -3.0243 -0.9920
H 2.0723 1.3386 -7.3649
H -2.4928 0.5247 2.8002
H 0.8412 2.9254 -0.2398
H -1.2812 2.1318 1.5973
H 2.5290 -3.2453 2.2987
H 5.3278 -0.7254 -1.6188
H -1.1486 0.0346 -4.8710
H -2.2292 4.3206 2.2877
H -2.2448 -0.6957 4.0695
H 3.9216 1.1921 -0.9579
H 2.6017 2.8309 -0.3578
H -2.0495 -3.0663 4.1419
H 2.5356 -3.3834 0.2273
H 3.6127 1.2795 -5.4389
H 2.7762 0.5818 -3.2103
H -3.1745 -0.8530 -1.6943
H 1.6934 0.5721 2.4046
H -5.5105 3.8448 -0.4254
H -0.3958 -4.6384 5.0848
H -2.8817 -2.6759 1.1156
H -3.3865 -2.3050 2.7817
H -4.3221 5.1501 1.2892
H 1.8977 -4.6712 4.1591
H -3.6517 -1.1108 1.5044
*
```

The value obtained for the electronic energy is -1952.292632 a.u. The calculation puts the energy relative to the best compared isomer or geometry (same formula, charge and spin) at 17.1 kcal/mol.

Here are the Mulliken charges for atoms 1 to 6, given in e: Pt 0.719; S -0.231; N 0.326; N 0.856; N 0.194; N -0.580

***

(3)
The following is a quantum chemistry calculation of a 2-piece molecular cluster, C3H11N3O overall in a non-equilibrium geometry, from the OMol25 dataset.

```
! RIJCOSX wB97M-V def2-TZVPD def2/J DEFGRID3
* xyz 0 1
O -1.7123 -0.0993 -0.6436
N -0.4557 0.8238 1.7865
N -3.0085 -0.1974 -1.0461
N -0.1634 1.0217 0.5229
C 1.6388 0.7843 -1.0415
C 0.6612 0.0705 -0.1106
C 1.3079 -1.0259 0.7382
H 1.9005 -1.6744 0.0936
H -3.4593 -1.0260 -0.6618
H 0.5685 -1.6644 1.2274
H -3.0874 -0.1934 -2.0616
H -0.1383 -0.4444 -0.7740
H -0.5149 -0.1222 2.1561
H 1.9693 -0.6008 1.4979
H 2.0647 0.0740 -1.7520
H 2.4508 1.2465 -0.4749
H 1.1213 1.5590 -1.6056
H -1.1434 1.4684 2.1489
*
```

The value obtained for the electronic energy is -360.220964 a.u. The calculation puts the energy relative to the best compared isomer or geometry (same formula, charge and spin) at 135.8 kcal/mol.

Here are the Mulliken charges for atoms 1 to 6, given in e: O -0.364; N -0.308; N -0.367; N -0.363; C -1.344; C 1.020

***

(4)
The following is a quantum chemistry calculation of one molecule with the formula C5H8BrIO in a non-equilibrium geometry, from the OMol25 dataset.

```
! RIJCOSX wB97M-V def2-TZVPD def2/J DEFGRID3
* xyz 0 1
I 3.5927 0.8048 -0.1350
Br 1.7356 -2.8177 -0.1231
O 2.0390 0.2555 2.2342
C 0.1907 1.1861 -0.4492
C 0.5862 -0.0229 0.3406
C 1.8127 0.3200 1.0818
C 0.8876 -1.1566 -0.7178
C -0.5195 -0.4729 1.3384
H 1.5792 -0.8101 -1.5052
H -0.8410 1.3554 -0.5323
H -1.0454 0.4522 1.6122
H 0.4316 1.0633 -1.4636
H 0.7228 2.1644 -0.1149
H 0.1234 -1.0433 2.1763
H -0.1312 -1.4820 -1.0144
H -1.1662 -1.1332 0.8200
*
```

As for the SMILES: CC(C)(CBr)C(=O)I. The value obtained for the electronic energy is -3142.239561 a.u. The calculation puts the energy relative to the best compared isomer or geometry (same formula, charge and spin) at 0.0 kcal/mol.

Here are the Mulliken charges for atoms 1 to 6, given in e: I -0.017; Br -0.135; O -0.410; C -1.703; C 1.597; C -0.057

***

(5)
The following is a quantum chemistry calculation of C8H17ClIIrNOP as an isolated structure in a non-equilibrium geometry, from the OMol25 dataset.

```
! RIJCOSX wB97M-V def2-TZVPD def2/J DEFGRID3
* xyz 3 6
Ir -0.2245 -0.6703 0.1166
I -0.3611 5.3817 2.8092
Cl 0.9946 -1.7692 -1.6660
P -1.5720 -2.3365 -0.2196
O -2.3979 0.7606 1.6377
N 1.3470 0.3663 0.3025
C 3.9212 2.5679 -1.0504
C 3.2079 2.0968 0.2441
C -2.1785 -2.0099 -1.9172
C 2.3837 0.9022 0.3020
C 0.1805 4.2419 1.2334
C -1.5355 0.2313 1.0791
C -3.0655 -2.7834 0.5907
C -0.6344 -3.9263 0.0044
H 3.9883 1.9782 1.0156
H 4.3839 1.7203 -1.6073
H 2.5772 2.9348 0.5693
H -1.3820 -1.9482 -2.6273
H 4.7120 3.3034 -0.8010
H -2.8530 -2.8301 -2.1717
H -2.7307 -1.0811 -1.8778
H 1.1188 3.8317 1.6012
H 0.1287 4.5782 0.1907
H -3.6411 -3.5693 0.0544
H -1.2780 -4.5675 0.5935
H -0.6345 3.5283 1.4608
H -0.3355 -4.5065 -0.8747
H -2.8680 -3.1719 1.5945
H 3.2400 3.0958 -1.7430
H -3.7352 -1.9217 0.7335
H 0.2254 -3.6379 0.5511
*
```

The value obtained for the electronic energy is -1647.201055 a.u. The calculation puts the energy relative to the best compared isomer or geometry (same formula, charge and spin) at 0.0 kcal/mol.

Here are the Mulliken charges for atoms 1 to 6, given in e: Ir 0.597; I 0.801; Cl 0.026; P 0.740; O -0.333; N -0.543

***

(6)
The following is a quantum chemistry calculation of a 3-piece molecular cluster, C21H38N4O8S overall in a non-equilibrium geometry, from the OMol25 dataset.

```
! RIJCOSX wB97M-V def2-TZVPD def2/J DEFGRID3
* xyz 0 1
S 1.5623 -3.4748 3.7886
O 4.6188 -2.2516 -3.2160
O -0.9972 1.4325 -1.3735
O 3.6312 -0.0169 0.6627
O 1.9784 -3.9656 2.5018
O 0.8872 -4.3427 4.7071
O -1.8217 -4.1173 3.9979
O -4.1531 3.7502 -3.7184
O -3.7641 -0.1125 3.5088
N 2.2003 -1.3169 -1.7974
N -3.6477 3.0036 -0.9015
N -3.0372 -2.1493 4.3797
N -4.2501 -2.8312 4.0275
C -1.2494 1.7241 -2.7364
C 2.9854 -2.8368 4.6346
C 1.2578 -0.8694 3.0851
C -1.1847 2.5019 -0.4668
C -3.5026 4.3373 -1.4681
C 0.5835 -2.0087 3.5024
C -2.8711 -0.8779 3.7528
C 3.4309 -1.7988 -3.8531
C -5.1026 2.7480 -4.0211
C 4.8047 -0.5165 0.0476
C -2.6118 2.6321 0.0528
C 0.5879 0.3400 2.8510
C -0.7765 0.4280 3.0554
C 2.7449 -0.7411 -3.0175
C -1.4349 -0.7162 3.4578
C -1.8529 -2.9301 4.0292
C 1.6942 -0.3417 -0.8377
C 2.6987 0.6108 -0.2034
C -4.4869 4.5559 -2.5951
C 4.5771 -3.6014 -2.7962
C -0.7946 -1.9346 3.6649
H 2.9181 -1.8759 -1.3534
H -2.2826 1.5061 -3.0188
H -3.6550 2.3282 -1.6555
H -1.0269 2.7677 -2.9732
H 3.8469 -3.7633 -1.9960
H -2.4960 4.5198 -1.8709
H 1.2157 -0.9038 -0.0300
H -5.5074 4.3489 -2.2603
H 3.2221 1.2298 -0.9420
H 2.7526 -2.6352 -4.0450
H -4.7871 2.2748 -4.9492
H 5.0902 0.0851 -0.8191
H 5.6068 -0.4713 0.7847
H 5.5680 -3.8532 -2.4226
H -2.6166 3.3612 0.8702
H -0.8105 3.4366 -0.9018
H -2.8955 1.6695 0.4867
H -1.3325 1.3426 2.8948
H 4.6922 -1.5588 -0.2630
H -0.5446 2.2777 0.3936
H 2.1309 1.3001 0.4291
H -4.4387 5.6022 -2.9098
H 1.9277 -0.3020 -3.5984
H 3.4484 -3.7174 5.0796
H -6.0989 3.1762 -4.1676
H 1.1520 1.1953 2.5045
H -4.9988 -2.3516 4.5117
H 2.6475 -2.1816 5.4351
H 0.9044 0.2551 -1.3031
H -0.5992 1.0818 -3.3323
H 3.6627 -2.3399 3.9475
H -3.6879 5.0771 -0.6838
H -4.4119 -2.6947 3.0333
H -5.1611 1.9841 -3.2380
H 3.7147 -1.3638 -4.8159
H 3.4812 0.0527 -2.8226
H 2.3277 -0.9035 2.9255
H 4.3374 -4.2687 -3.6297
*
```

As for the SMILES: CS(=O)(=O)c1cccc2c1C(=O)N(N)C2=O.COCCNCCOC.COCCNCCOC. The value obtained for the electronic energy is -2041.978453 a.u. The calculation puts the energy relative to the best compared isomer or geometry (same formula, charge and spin) at 0.0 kcal/mol.

Here are the Mulliken charges for atoms 1 to 6, given in e: S 1.407; O -0.353; O -0.375; O -0.358; O -0.620; O -0.659